Record 1
11
Properties=species:S:1:pos:R:3 method="wB97M-V/def2-TZVPD" e_tot_ha=-719.82819 total_charge=+1 mol_weight_g_mol=118.14
C 1.84809 2.93870 1.63941
C -0.15097 0.07968 2.23991
C -0.56393 -0.20135 1.04227
N -0.07099 0.28329 -0.25321
O 1.88822 2.02874 0.88176
O 0.25513 0.45391 3.21891
S 1.86816 3.88677 2.79281
H -1.29666 -1.02479 1.00903
H 0.37300 -0.45785 -0.99182
H 0.78648 0.82258 -0.09975
H -0.74142 0.98219 -0.75089



Record 2
24
Properties=species:S:1:pos:R:3 method="wB97M-V/def2-TZVPD" e_tot_ha=-314.33703 total_charge=0 mol_weight_g_mol=112.22 smiles="C/C=C/C.C/C=C/C"
C -0.26018 -1.78894 -2.10368
C -1.02235 -0.86169 -2.67552
C 0.69918 -1.53163 -0.88494
C -1.93822 -1.23021 -3.86356
H -0.25239 -2.81401 -2.49709
H -1.01638 0.17274 -2.30738
H 0.32962 -0.64663 -0.34013
H 1.73918 -1.34206 -1.19968
H 0.69104 -2.39559 -0.19929
H -1.66361 -0.68488 -4.78216
H -3.00978 -1.06324 -3.66235
H -1.77574 -2.30803 -4.03240
C 0.47061 0.73103 2.59322
C 0.85459 2.02091 2.32158
C 0.95523 -0.48900 1.81442
C 0.29598 3.26326 2.88748
H -0.20577 0.51453 3.43062
H 1.65530 2.15603 1.58252
H 1.38991 -0.16383 0.85425
H 0.05524 -1.09197 1.60692
H 1.69096 -1.12336 2.33682
H -0.60722 2.90833 3.41175
H -0.01032 3.97042 2.09836
H 0.93506 3.79788 3.61024



Record 3
43
Properties=species:S:1:pos:R:3 method="wB97M-V/def2-TZVPD" e_tot_ha=-1151.38242 total_charge=+2 mol_weight_g_mol=510.38 multiplicity=4
H -0.24775 3.04349 1.26589
N 0.00457 1.69713 -0.37050
B 0.62887 0.81108 -2.73816
N 0.43670 1.92912 -1.71220
C 0.55173 3.24083 -1.91203
Re -0.44168 -0.15036 0.07425
H 0.83437 3.58166 -2.90923
C 0.29256 3.92073 -0.73449
H 0.35401 4.99695 -0.60013
C -0.02738 2.95104 0.21376
H 1.07677 1.20739 -3.79078
C -2.33256 -2.86673 1.99233
H -2.67305 -3.16721 2.99180
H -1.33924 -3.30320 1.82239
H -3.01930 -3.28208 1.24587
N -0.77195 0.23004 -2.92793
N 1.44000 -0.29998 -2.10785
N -1.52479 -0.28064 -1.87450
N 1.18996 -0.79244 -0.78032
C -1.45424 0.15096 -4.07591
C 2.42149 -1.00183 -2.67654
H -1.00400 0.48882 -4.98049
H 2.67701 -0.76247 -3.70062
C -2.71268 -0.42449 -3.80803
C 2.93711 -1.90903 -1.76887
C -2.71939 -0.68255 -2.41518
C 2.17652 -1.75025 -0.60906
H -3.46647 -0.60918 -4.52303
H 3.78273 -2.56919 -1.95777
H -3.49706 -1.12182 -1.80600
H 2.29813 -2.24359 0.33610
H -2.32043 -1.76357 1.90526
F 1.13156 0.15300 6.38130
C 0.83710 0.11146 5.02621
C 1.75367 -0.42653 4.12295
C 1.42452 -0.48059 2.74479
C 0.19178 -0.04017 2.22446
C -0.67362 0.53422 3.17836
C -0.38074 0.60527 4.56111
H 2.70026 -0.80720 4.51366
H 2.17126 -0.88154 2.06695
H -1.61842 0.94077 2.83096
H -1.08796 1.02268 5.28125



Record 4
75
Properties=species:S:1:pos:R:3 method="wB97M-V/def2-TZVPD" e_tot_ha=-1603.75320 total_charge=0 mol_weight_g_mol=446.54 smiles="NC(N)=O.NC(N)=O.NC(N)=O.CCO.CCO.CCO.CO.CO.CO.CO"
C 3.20580 0.43129 1.45363
C 3.20480 -0.00971 2.91763
O 2.13980 -0.84471 3.29763
H 3.14080 -0.36571 0.70263
H 4.06380 1.12529 1.18263
H 2.23680 0.93229 1.26363
H 3.19780 0.86729 3.54363
H 4.11280 -0.53871 3.14563
H 2.42680 -1.64671 2.90063
C -1.87320 4.59829 -2.67437
C -1.58020 3.30429 -3.41237
O -1.37720 2.18229 -2.54137
H -1.93520 5.39829 -3.38837
H -1.07020 4.87229 -1.89837
H -2.89220 4.58529 -2.28837
H -0.68920 3.57229 -4.02137
H -2.28220 3.16329 -4.16137
H -0.52720 2.25229 -2.12937
C 2.47980 -4.85571 0.75963
C 2.25280 -3.48471 1.37163
O 3.30880 -3.02871 2.14363
H 3.37880 -5.00471 0.13663
H 1.68180 -5.08371 0.07663
H 2.47280 -5.68071 1.48963
H 1.42180 -3.51571 1.98763
H 2.06580 -2.85271 0.56163
H 4.10280 -3.19871 1.59163
C -3.16020 -0.87271 -1.04537
O -3.24420 -2.23371 -1.09637
N -3.67320 -0.08471 -0.13737
N -2.37920 -0.20471 -1.88637
H -4.15220 -0.46271 0.65563
H -3.44320 0.91129 -0.16437
H -1.98720 -0.84371 -2.64237
H -2.41020 0.79229 -2.18337
C -2.57220 2.55729 1.03163
O -3.37820 3.02229 2.08963
N -3.04020 2.62629 -0.17937
N -1.34620 2.01729 1.07563
H -3.98620 3.07829 -0.38037
H -2.34220 2.58629 -0.96937
H -1.04720 1.85929 2.01163
H -1.00520 1.42529 0.31563
C 1.19980 3.53929 -0.40737
O 0.94180 2.43029 -1.13937
N 2.17580 4.37229 -0.67737
N 0.47380 3.86629 0.62063
H 2.63680 4.12729 -1.57537
H 2.01980 5.35729 -0.57037
H -0.28220 3.12129 0.80063
H 0.46780 4.67529 1.26563
C -1.33220 0.19929 4.22463
O -0.25420 0.82729 3.52763
H -1.93020 -0.39271 3.50263
H -2.05620 0.99029 4.66763
H -0.99220 -0.43971 4.98763
H 0.43380 0.20329 3.44563
C -0.36020 -1.12271 0.75363
O -0.05120 -0.26171 -0.27037
H -1.21420 -0.90271 1.38863
H 0.43880 -1.14271 1.43663
H -0.45320 -2.24271 0.52263
H -0.81920 -0.21371 -0.86037
C -1.07620 -4.46271 -1.88637
O -2.34320 -4.49371 -2.49637
H -1.02120 -3.46371 -1.38637
H -0.31420 -4.50271 -2.63937
H -0.88820 -5.19371 -1.10237
H -2.95620 -3.89271 -1.99537
C 2.02280 -2.43971 -2.32237
O 3.44880 -2.55471 -2.42637
H 1.61880 -3.21271 -1.67137
H 1.45480 -2.57871 -3.25837
H 1.78480 -1.56671 -1.79837
H 3.72580 -1.97671 -3.16637



Record 5
53
Properties=species:S:1:pos:R:3 method="wB97M-V/def2-TZVPD" e_tot_ha=-1885.50570 total_charge=-1 mol_weight_g_mol=395.37
C -0.51416 0.85354 -0.98289
F -1.76885 1.11949 -1.29967
F -0.49504 0.17997 0.17270
F 0.07470 0.11820 -1.92142
S 0.55161 2.37392 -0.74223
O -0.16842 3.30639 0.10424
O 1.75614 1.83438 -0.12598
O 0.77367 2.84879 -2.09640
O 3.74054 -0.11690 0.34435
H 4.50560 0.45176 0.22364
H 2.98453 0.48743 0.27074
O 0.34455 2.88008 3.13626
H 1.13498 3.27265 2.71118
H -0.32205 2.88972 2.44042
O -3.74181 0.71196 -3.67387
H -4.02690 -0.01962 -4.22875
H -2.79257 0.77845 -3.82181
O 2.77602 3.30804 1.92410
H 2.70160 4.25715 1.77417
H 2.30080 2.89953 1.16888
O 0.61983 5.51615 -3.22242
H -0.12164 5.64553 -2.60852
H 0.97114 4.64936 -2.97565
O -1.13100 5.66162 -0.95033
H -0.72921 4.93315 -0.43699
H -2.04323 5.38813 -1.08143
O 3.25230 2.78226 -3.35087
H 2.40430 2.70973 -2.87394
H 3.49887 1.87365 -3.54222
C -1.43065 -5.08016 -1.88817
C -0.66098 -4.37455 -0.78840
C -0.53701 -2.87526 -1.05748
O -1.34600 -4.51663 0.47815
H -2.44149 -4.71197 -2.08049
H -1.52557 -6.14643 -1.67753
H -0.86315 -4.95491 -2.81480
H 0.32589 -4.82886 -0.71570
H 0.12685 -2.72343 -1.91690
H -0.20809 -2.27824 -0.21680
H -1.48180 -2.52660 -1.49357
H -2.19184 -4.08020 0.32437
C -1.45088 -2.45733 3.86376
C -0.38197 -2.07607 2.86549
C 0.67136 -1.10696 3.41933
O 0.32053 -3.24680 2.44924
H -1.02263 -2.84971 4.78803
H -2.13558 -3.20390 3.45005
H -2.09482 -1.62113 4.15689
H -0.80745 -1.57651 1.98704
H 0.45009 -0.80171 4.44240
H 0.73088 -0.20975 2.80167
H 1.67206 -1.53348 3.37440
H -0.25403 -3.81396 1.91374



Record 6
11
Properties=species:S:1:pos:R:3 method="wB97M-V/def2-TZVPD" e_tot_ha=-281.53253 total_charge=0 mol_weight_g_mol=83.09 smiles=Cn1ccnn1
C 1.24004 1.08519 0.01918
N 0.04877 0.27844 -0.09469
C -0.13013 -1.02318 0.21131
C -1.43447 -1.21682 -0.11748
N -2.02319 -0.07759 -0.52506
N -1.09401 0.82579 -0.53883
H 0.98697 2.07744 -0.35308
H 1.55670 1.15459 1.06351
H 2.04918 0.66222 -0.58152
H 0.66381 -1.67728 0.54351
H -1.86367 -2.08879 0.37316



Record 7
98
Properties=species:S:1:pos:R:3 method="wB97M-V/def2-TZVPD" e_tot_ha=-2484.19773 total_charge=0 mol_weight_g_mol=828.27
Pd 0.61372 -0.78664 -0.56095
O 6.69512 -3.67449 0.81355
C 6.60385 -2.28891 0.54863
C 5.18859 -1.93534 0.18323
C 4.86679 -0.63130 -0.16280
C 3.55819 -0.30632 -0.46601
N 2.59909 -1.22888 -0.43661
C 2.89041 -2.49895 -0.11088
C 4.17891 -2.89181 0.20550
C 1.71618 -3.41770 -0.11504
C 1.79212 -4.77810 0.11751
C 0.62384 -5.53573 0.06795
C 0.68611 -7.02168 0.32185
O 1.76211 -7.64688 -0.35281
C -0.57194 -4.89743 -0.22009
C -0.57930 -3.52667 -0.43207
N 0.53908 -2.81880 -0.37930
H 7.62144 -3.92160 0.87236
H 7.26412 -1.99499 -0.27411
H 6.88788 -1.70149 1.42972
H 5.61926 0.14694 -0.18401
H 3.21925 0.69122 -0.71806
H 4.41640 -3.90859 0.47566
H 2.73618 -5.26138 0.32328
H -0.27402 -7.48277 0.06950
H 0.86325 -7.19763 1.38418
H 1.65635 -7.50612 -1.29966
H -1.49868 -5.45288 -0.28765
H -1.46952 -2.94694 -0.64465
C -2.66560 1.22343 3.08155
C -2.36587 2.34310 2.09473
C -2.95236 3.67632 2.50326
O -2.87544 1.96748 0.81977
C -1.79050 1.71638 -0.07871
C -0.59492 1.63525 0.86849
O -0.96972 2.49738 1.93227
C 0.73640 2.04499 0.21631
O 0.95977 1.13139 -0.82188
C 0.64162 3.45019 -0.38760
C 0.72664 3.62153 -1.76427
C 0.60460 4.88381 -2.33222
C 0.39204 5.99510 -1.53255
C 0.31162 5.83468 -0.15459
C 0.43792 4.57584 0.41174
C 1.90741 1.93207 1.20934
C 2.02479 0.78636 2.00200
C 3.13631 0.57726 2.80153
C 4.16714 1.50793 2.82906
C 4.06542 2.64801 2.04909
C 2.94531 2.85605 1.25105
C -2.04584 0.43799 -0.94981
O -1.36905 -0.66241 -0.43208
C -3.55261 0.11160 -0.95740
C -4.49062 1.05742 -1.36751
C -5.83840 0.75313 -1.41640
C -6.28696 -0.51293 -1.05561
C -5.36546 -1.45985 -0.64525
C -4.01108 -1.14636 -0.59927
C -1.66638 0.66845 -2.42877
C -1.77104 1.89439 -3.08036
C -1.45052 2.02250 -4.42469
C -1.02610 0.92344 -5.15442
C -0.94436 -0.31058 -4.52618
C -1.26728 -0.43194 -3.18421
H -3.74231 1.05921 3.14521
H -2.28080 1.46948 4.07172
H -2.19252 0.30326 2.73372
H -4.04041 3.61243 2.52001
H -2.65132 4.43588 1.78262
H -2.60120 3.96183 3.49521
H -1.65366 2.59438 -0.71027
H -0.49153 0.61463 1.24113
H 0.86735 2.74868 -2.38549
H 0.66729 4.99193 -3.40857
H 0.29243 6.97932 -1.97315
H 0.15075 6.69490 0.48387
H 0.37740 4.46273 1.48553
H 1.24879 0.03255 1.99602
H 3.19259 -0.31879 3.40847
H 5.03490 1.34920 3.45770
H 4.85587 3.38867 2.05827
H 2.89623 3.74754 0.64001
H -4.16490 2.05193 -1.64396
H -6.54605 1.50800 -1.73610
H -7.34223 -0.75095 -1.09602
H -5.69932 -2.45176 -0.36197
H -3.28890 -1.87824 -0.26946
H -2.09244 2.78008 -2.54910
H -1.52804 2.99323 -4.89906
H -0.76871 1.02470 -6.20114
H -0.62780 -1.18430 -5.08301
H -1.21135 -1.39816 -2.70027
C -2.91841 -2.20712 2.62679
C -1.48373 -1.97156 2.55022
N -0.37537 -1.68955 2.45612
H -3.18565 -3.11284 2.08380
H -3.42951 -1.35812 2.17151
H -3.22913 -2.31068 3.66495



Record 8
17
Properties=species:S:1:pos:R:3 method="wB97M-V/def2-TZVPD" e_tot_ha=-637.63007 total_charge=0 mol_weight_g_mol=120.11 smiles="C/C=C/[C@](C)(F)P"
C 1.08659 0.93907 0.51459
C 0.21439 -0.06714 0.28395
C 2.57896 0.80772 0.54640
C -1.65290 0.14490 -1.42064
C -1.20187 -0.14662 -0.03296
F -2.05688 0.81943 0.96705
P -1.90567 -1.67834 0.63493
H 0.76281 1.95651 0.68225
H 0.59146 -1.09266 0.20705
H 3.08176 0.96665 -0.39844
H 3.21213 1.45331 1.33393
H 2.83893 -0.28055 0.74356
H -1.83987 1.22073 -1.59008
H -0.98769 -0.28924 -2.02710
H -2.60527 -0.30891 -1.68085
H -0.97121 -1.87152 1.58332
H -1.14567 -2.57335 -0.34697